[1]
Formula: C5H10Cl2Si
Source: the OMol25 dataset
Level of theory: ωB97M-V/def2-TZVPD

Values from the calculation:
lowest unoccupied orbital energy	0.73	eV
relative energy (zero: lowest compared OMol25 entry of this formula, charge and spin)	3.845	eV
gap between HOMO and LUMO	0.357	Eh
HOMO energy	-8.99	eV
E_tot	-38269.55804	eV

Structure (ORCA input):
```
! RIJCOSX wB97M-V def2-TZVPD def2/J DEFGRID3
* xyz 0 1
C -1.490 1.071 1.357
C -1.452 1.109 0.080
C 0.387 -1.694 -0.547
C -0.057 1.094 -0.526
C 1.085 -0.513 0.035
Si 2.885 -0.004 -0.428
Cl 4.179 -0.865 0.911
Cl 3.262 2.043 -0.477
H -2.475 1.089 1.882
H -0.519 1.025 1.967
H -2.321 1.238 -0.475
H -0.604 -1.881 -0.102
H 0.132 -1.427 -1.595
H 0.995 -2.627 -0.526
H 0.493 1.781 0.142
H 0.258 1.087 -1.554
H 0.800 -0.442 1.075
H 3.495 -0.698 -1.559
*
```

Löwdin population analysis, charges in e, atoms 1 to 6: -0.040, -0.226, -0.185, -0.095, -0.380, -0.153

=====

[2]
Formula: C5H10ClN
Source: the OMol25 dataset
Level of theory: ωB97M-V/def2-TZVPD

Values from the calculation:
lowest unoccupied orbital energy	0.74	eV
relative energy (zero: lowest compared OMol25 entry of this formula, charge and spin)	3.045	eV
gap between HOMO and LUMO	0.353	Eh
HOMO energy	-8.87	eV
E_tot	-19356.64399	eV

Structure (ORCA input):
```
! RIJCOSX wB97M-V def2-TZVPD def2/J DEFGRID3
* xyz 0 1
C 1.595 -0.286 0.624
C 0.373 -0.610 0.176
C 0.225 -1.983 -0.443
C -0.666 1.729 1.152
C -0.739 0.442 0.263
N -0.739 1.059 -1.632
Cl -2.279 -0.453 0.094
H 1.981 0.684 1.000
H 2.473 -0.949 0.531
H 1.144 -2.375 -0.322
H -0.419 -2.519 0.174
H -0.089 -1.803 -1.566
H -1.721 1.868 1.376
H -0.104 2.488 0.592
H -0.126 1.426 1.997
H -1.155 0.271 -2.128
H 0.247 1.011 -1.889
*
```

Löwdin population analysis, charges in e, atoms 1 to 6: 0.032, -0.419, -0.086, -0.064, -0.624, 0.000

=====

[3]
Formula: C5H10ClN
Source: the OMol25 dataset
Level of theory: ωB97M-V/def2-TZVPD

Values from the calculation:
lowest unoccupied orbital energy (spin up / spin down)	0.93 / -1.92	eV
relative energy (zero: lowest compared OMol25 entry of this formula, charge and spin)	1.170	eV
gap between HOMO and LUMO (spin up / spin down)	0.219 / 0.288	Eh
HOMO energy (spin up / spin down)	-5.02 / -9.75	eV
E_tot	-19353.95522	eV

Structure (ORCA input):
```
! RIJCOSX wB97M-V def2-TZVPD def2/J DEFGRID3
* xyz 0 3
C -0.999 1.429 -0.361
C -0.771 0.179 -0.002
C -1.802 -0.848 -0.416
C 1.505 -0.391 -0.786
C 0.603 -0.284 0.490
N 1.259 0.839 1.361
Cl 0.402 -1.759 1.425
H -0.245 2.199 -0.070
H -1.985 1.580 -0.692
H -2.514 -0.311 -1.190
H -1.491 -1.798 -0.676
H -2.350 -1.115 0.456
H 2.403 -0.842 -0.388
H 1.678 0.705 -1.260
H 1.065 -1.135 -1.545
H 2.265 0.742 1.323
H 0.978 0.810 2.329
*
```

Löwdin population analysis, charges in e, atoms 1 to 6: 0.019, -0.415, -0.079, -0.086, -0.878, 0.022

=====

[4]
Formula: C5H10ClN2O2
Source: the OMol25 dataset
Level of theory: ωB97M-V/def2-TZVPD

Values from the calculation:
lowest unoccupied orbital energy (spin up / spin down)	3.23 / 3.25	eV
relative energy (zero: lowest compared OMol25 entry of this formula, charge and spin)	6.477	eV
gap between HOMO and LUMO (spin up / spin down)	0.270 / 0.261	Eh
HOMO energy (spin up / spin down)	-4.10 / -3.85	eV
E_tot	-24938.90124	eV

Structure (ORCA input):
```
! RIJCOSX wB97M-V def2-TZVPD def2/J DEFGRID3
* xyz -1 1
C 0.080 -0.387 1.793
C -2.357 -0.224 -0.072
C -0.749 0.451 -2.007
C 0.100 -0.436 0.272
C -0.886 0.377 -0.466
N 2.398 0.903 -0.062
N 3.332 0.195 0.345
O 3.192 -0.846 1.027
O 4.474 0.604 0.040
Cl -0.675 2.028 0.260
H 1.178 -0.461 2.211
H -0.270 -1.401 2.270
H -0.515 0.401 2.080
H -2.246 -1.158 -0.579
H -3.110 0.519 -0.484
H -2.495 -0.124 0.983
H -0.688 -0.693 -2.149
H -1.504 0.696 -2.792
H 0.169 0.809 -2.420
H 0.574 -1.252 -0.249
*
```

Löwdin population analysis, charges in e, atoms 1 to 6: -0.160, -0.070, -0.115, -0.235, -0.875, 0.163

=====

[5]
Formula: C5H10ClNO
Source: the OMol25 dataset
Level of theory: ωB97M-V/def2-TZVPD

Values from the calculation:
SMILES	CCN(C=O)CCCl
lowest unoccupied orbital energy	0.82	eV
relative energy (zero: lowest compared OMol25 entry of this formula, charge and spin)	0.298	eV
gap between HOMO and LUMO	0.382	Eh
HOMO energy	-9.59	eV
E_tot	-21407.23533	eV

Structure (ORCA input):
```
! RIJCOSX wB97M-V def2-TZVPD def2/J DEFGRID3
* xyz 0 1
C -1.875 1.301 -0.459
C -0.949 0.610 0.624
C 1.188 -0.179 -0.499
C 2.204 -0.259 0.620
C -0.803 -1.656 -0.213
H -1.334 1.528 -1.371
H -2.707 0.625 -0.700
H -2.299 2.181 0.046
H -0.279 1.369 1.061
H -1.557 0.199 1.473
H 1.461 -0.894 -1.344
H 1.271 0.844 -0.964
H 1.988 -1.211 1.135
H 2.157 0.578 1.358
H -0.182 -2.431 -0.766
N -0.162 -0.470 0.034
O -1.953 -1.862 0.110
Cl 3.834 -0.273 -0.143
*
```

Löwdin population analysis, charges in e, atoms 1 to 6: -0.063, -0.198, -0.274, -0.580, -0.329, 0.063

=====

[6]
Formula: C5H10CoO3
Source: the OMol25 dataset
Level of theory: ωB97M-V/def2-TZVPD

Values from the calculation:
lowest unoccupied orbital energy (spin up / spin down)	-0.44 / -0.44	eV
relative energy (zero: lowest compared OMol25 entry of this formula, charge and spin)	0.543	eV
gap between HOMO and LUMO (spin up / spin down)	0.265 / 0.274	Eh
HOMO energy (spin up / spin down)	-7.65 / -7.88	eV
E_tot	-49110.24068	eV

Structure (ORCA input):
```
! RIJCOSX wB97M-V def2-TZVPD def2/J DEFGRID3
* xyz 0 4
C 2.738 0.834 -0.014
O 1.707 1.768 0.118
C 2.197 -0.553 -0.401
O 1.107 -0.887 0.428
C -0.890 -1.837 -0.074
C -1.917 -0.938 0.098
O -1.554 0.437 0.114
C -2.652 1.345 0.021
Co 0.251 0.765 0.705
H 3.303 0.729 0.938
H 3.473 1.142 -0.785
H 3.002 -1.307 -0.319
H 1.870 -0.528 -1.462
H -0.467 -2.316 0.811
H -0.768 -2.258 -1.076
H -2.635 -1.126 0.908
H -2.239 2.359 0.002
H -3.212 1.142 -0.901
H -3.314 1.229 0.890
*
```

Löwdin population analysis, charges in e, atoms 1 to 6: -0.359, -0.328, -0.312, -0.355, 0.015, -0.205

=====

[7]
Formula: C5H10F2
Source: the OMol25 dataset
Level of theory: ωB97M-V/def2-TZVPD

Values from the calculation:
SMILES	CC(C)(C)C(F)F
lowest unoccupied orbital energy	0.85	eV
relative energy (zero: lowest compared OMol25 entry of this formula, charge and spin)	0.207	eV
gap between HOMO and LUMO	0.446	Eh
HOMO energy	-11.28	eV
E_tot	-10782.52528	eV

Structure (ORCA input):
```
! RIJCOSX wB97M-V def2-TZVPD def2/J DEFGRID3
* xyz 0 1
C 1.271 -1.249 -0.520
C 0.602 0.002 0.026
C 0.576 -0.022 1.556
C 1.294 1.257 -0.512
C -0.843 0.006 -0.487
H 0.754 -2.177 -0.154
H 2.355 -1.321 -0.202
H 1.284 -1.268 -1.668
H 1.613 -0.020 1.906
H 0.091 -0.927 1.882
H 0.081 0.855 2.008
H 0.798 2.148 -0.122
H 2.321 1.283 -0.226
H 1.367 1.265 -1.648
H -0.862 0.007 -1.617
F -1.521 -1.082 -0.039
F -1.503 1.103 -0.020
*
```

Löwdin population analysis, charges in e, atoms 1 to 6: -0.065, -0.579, -0.039, -0.049, -0.381, 0.095

=====

[8]
Formula: C5H10F3NO3P2
Source: the OMol25 dataset
Level of theory: ωB97M-V/def2-TZVPD

Values from the calculation:
SMILES	CC(C)(OC(=O)OPNP)C(F)(F)F
lowest unoccupied orbital energy	0.52	eV
gap between HOMO and LUMO	0.364	Eh
HOMO energy	-9.38	eV
E_tot	-39709.19639	eV

Structure (ORCA input):
```
! RIJCOSX wB97M-V def2-TZVPD def2/J DEFGRID3
* xyz 0 1
C 0.222 -0.332 0.198
C -2.037 1.374 0.698
C -0.151 2.462 -0.749
C -1.123 1.342 -0.618
C -2.216 1.452 -1.774
N 2.852 -2.597 0.375
O 0.674 0.397 1.070
O -0.576 0.014 -0.826
O 0.375 -1.653 0.170
F -3.095 2.421 -1.526
F -2.815 0.310 -1.985
F -1.672 1.823 -3.005
P 3.923 -3.545 1.265
P 1.246 -2.248 1.395
H -2.370 0.320 0.601
H -2.808 2.121 0.659
H -1.482 1.563 1.549
H 0.397 2.387 -1.698
H -0.631 3.446 -0.697
H 0.713 2.179 -0.060
H 3.237 -1.558 0.126
H 3.512 -3.342 2.559
H 3.133 -4.749 1.087
H 0.695 -3.587 1.187
*
```

Löwdin population analysis, charges in e, atoms 1 to 6: -0.645, 0.046, -0.004, -0.388, -0.559, -0.628

=====

[9]
Formula: C5H10FNO
Source: the OMol25 dataset
Level of theory: ωB97M-V/def2-TZVPD

Values from the calculation:
SMILES	CCO/C=C(/F)CN
lowest unoccupied orbital energy	0.90	eV
relative energy (zero: lowest compared OMol25 entry of this formula, charge and spin)	1.509	eV
gap between HOMO and LUMO	0.350	Eh
HOMO energy	-8.62	eV
E_tot	-11600.34694	eV

Structure (ORCA input):
```
! RIJCOSX wB97M-V def2-TZVPD def2/J DEFGRID3
* xyz 0 1
C 1.067 0.135 -2.697
C 0.430 1.202 -1.866
C -0.496 -0.136 -0.184
C -0.936 -0.356 1.024
C -0.326 0.050 2.330
H 0.432 -0.743 -2.754
H 1.231 0.678 -3.646
H 2.090 -0.152 -2.260
H 1.150 2.040 -1.945
H -0.591 1.542 -2.239
H -0.887 -0.744 -0.972
H 0.699 0.430 2.145
H -0.873 0.870 2.797
H -1.233 -1.412 3.309
H 0.215 -1.818 2.942
N -0.320 -1.085 3.300
O 0.271 0.896 -0.468
F -1.924 -1.396 1.183
*
```

Löwdin population analysis, charges in e, atoms 1 to 6: -0.095, -0.258, -0.153, -0.191, -0.186, 0.062

=====

[10]
Formula: C5H10FOP
Source: the OMol25 dataset
Level of theory: ωB97M-V/def2-TZVPD

Values from the calculation:
SMILES	C=C(OC)[C@](C)(F)P
lowest unoccupied orbital energy	0.79	eV
relative energy (zero: lowest compared OMol25 entry of this formula, charge and spin)	3.093	eV
gap between HOMO and LUMO	0.365	Eh
HOMO energy	-9.14	eV
E_tot	-19398.14705	eV

Structure (ORCA input):
```
! RIJCOSX wB97M-V def2-TZVPD def2/J DEFGRID3
* xyz 0 1
C 1.879 0.262 0.175
C 0.576 0.060 -0.117
C -1.068 0.288 1.724
C 0.196 1.212 -2.229
C -0.343 -0.692 0.913
O -0.164 0.218 -1.281
F 0.516 -1.520 1.774
P -1.411 -1.727 -0.296
H 2.487 0.857 -0.424
H 2.300 -0.102 1.168
H -1.227 1.086 1.048
H -2.034 -0.214 2.154
H -0.462 0.679 2.596
H 0.141 2.142 -1.557
H -0.637 1.412 -2.918
H 1.210 1.028 -2.675
H -1.656 -2.635 0.702
H -0.304 -2.354 -0.756
*
```

Löwdin population analysis, charges in e, atoms 1 to 6: 0.088, -0.380, -0.084, -0.062, -0.649, -0.269

=====

[11]
Formula: C5H10IN2
Source: the OMol25 dataset
Level of theory: ωB97M-V/def2-TZVPD

Values from the calculation:
lowest unoccupied orbital energy (spin up / spin down)	-3.97 / -5.19	eV
relative energy (zero: lowest compared OMol25 entry of this formula, charge and spin)	3.287	eV
gap between HOMO and LUMO (spin up / spin down)	0.296 / 0.236	Eh
HOMO energy (spin up / spin down)	-12.03 / -11.62	eV
E_tot	-16418.02651	eV

Structure (ORCA input):
```
! RIJCOSX wB97M-V def2-TZVPD def2/J DEFGRID3
* xyz 1 1
C 0.209 -1.229 -0.824
C 0.124 1.305 -0.638
C -0.735 1.327 0.543
C 1.992 -1.101 0.868
C -2.002 0.607 0.652
N 0.984 -1.660 0.171
N 0.159 0.012 -1.349
I 3.372 0.235 0.064
H -0.421 -1.986 -1.267
H -0.196 2.037 -1.388
H 1.141 1.605 -0.357
H -0.358 1.809 1.432
H 2.369 -1.681 1.688
H -2.732 1.273 1.122
H -1.940 -0.249 1.335
H -2.384 0.265 -0.307
H 0.752 -2.599 0.490
H -0.334 0.030 -2.232
*
```

Löwdin population analysis, charges in e, atoms 1 to 6: -0.099, -0.236, -0.108, -0.560, -0.103, -0.022

=====

[12]
Formula: C5H10IN2
Source: the OMol25 dataset
Level of theory: ωB97M-V/def2-TZVPD

Values from the calculation:
lowest unoccupied orbital energy (spin up / spin down)	-6.23 / -5.48	eV
relative energy (zero: lowest compared OMol25 entry of this formula, charge and spin)	4.696	eV
gap between HOMO and LUMO (spin up / spin down)	0.231 / 0.269	Eh
HOMO energy (spin up / spin down)	-12.51 / -12.81	eV
E_tot	-16416.61695	eV

Structure (ORCA input):
```
! RIJCOSX wB97M-V def2-TZVPD def2/J DEFGRID3
* xyz 1 1
C 1.477 -0.303 0.123
C -0.553 -1.588 0.148
C 0.741 1.012 0.443
C -1.302 -0.084 0.415
C 0.744 -1.448 0.781
N -0.588 1.025 -1.496
N -0.580 0.968 -0.099
I 0.415 2.462 -2.592
H 1.555 -0.415 -1.030
H 2.517 -0.141 0.586
H -1.124 -2.339 0.704
H -0.551 -1.743 -0.889
H 0.690 1.158 1.558
H 1.243 2.000 -0.094
H -2.347 -0.315 -0.128
H -1.508 0.063 1.494
H 0.805 -1.516 1.878
H -1.635 1.205 -1.800
*
```

Löwdin population analysis, charges in e, atoms 1 to 6: -0.163, -0.102, -0.202, -0.101, 0.049, -0.480

=====

Please write out number 6 again, unchanged.
Formula: C5H10CoO3
Source: the OMol25 dataset
Level of theory: ωB97M-V/def2-TZVPD

Values from the calculation:
lowest unoccupied orbital energy (spin up / spin down)	-0.44 / -0.44	eV
relative energy (zero: lowest compared OMol25 entry of this formula, charge and spin)	0.543	eV
gap between HOMO and LUMO (spin up / spin down)	0.265 / 0.274	Eh
HOMO energy (spin up / spin down)	-7.65 / -7.88	eV
E_tot	-49110.24068	eV

Structure (ORCA input):
```
! RIJCOSX wB97M-V def2-TZVPD def2/J DEFGRID3
* xyz 0 4
C 2.738 0.834 -0.014
O 1.707 1.768 0.118
C 2.197 -0.553 -0.401
O 1.107 -0.887 0.428
C -0.890 -1.837 -0.074
C -1.917 -0.938 0.098
O -1.554 0.437 0.114
C -2.652 1.345 0.021
Co 0.251 0.765 0.705
H 3.303 0.729 0.938
H 3.473 1.142 -0.785
H 3.002 -1.307 -0.319
H 1.870 -0.528 -1.462
H -0.467 -2.316 0.811
H -0.768 -2.258 -1.076
H -2.635 -1.126 0.908
H -2.239 2.359 0.002
H -3.212 1.142 -0.901
H -3.314 1.229 0.890
*
```

Löwdin population analysis, charges in e, atoms 1 to 6: -0.359, -0.328, -0.312, -0.355, 0.015, -0.205

=====

> Look up the E_tot of the eleventh one.

-16418.02651 eV

=====

> Which of these has the lowest E_tot?

C5H10CoO3

=====

> What is the E_tot in the twelfth record?

-16416.61695 eV